{"formula": "C35H36Cl4F5NO", "method": "the ωB97M-V functional and the def2-TZVPD basis", "elements": ["C", "C", "O", "N", "C", "H", "H", "H", "H", "H", "H", "H", "C", "Cl", "Cl", "H", "H", "C", "Cl", "Cl", "H", "H", "F", "C", "C", "C", "C", "C", "C", "H", "H", "H", "H", "H", "F", "C", "C", "C", "C", "C", "C", "H", "H", "H", "H", "H", "F", "C", "C", "C", "C", "C", "C", "H", "H", "H", "H", "H", "F", "C", "C", "C", "C", "C", "C", "H", "H", "H", "H", "H", "F", "C", "C", "C", "C", "C", "C", "H", "H", "H", "H", "H"], "xyz": [[6.3034, -4.3477, -27.2325], [7.2792, -3.2268, -26.9404], [7.7630, -3.1003, -25.8306], [7.5679, -2.3898, -27.9488], [8.5688, -1.3448, -27.7953], [5.4217, -4.2216, -26.6056], [6.7469, -5.3299, -27.0888], [5.9286, -4.3219, -28.2610], [7.2052, -2.5497, -28.8686], [9.3983, -1.7649, -27.2238], [8.2423, -0.4458, -27.2744], [8.9147, -1.0873, -28.7949], [8.7425, -6.5967, -19.1582], [10.3357, -5.7865, -19.0862], [8.8684, -8.2957, -19.6401], [8.3701, -6.6022, -18.1428], [8.1620, -6.0246, -19.8668], [8.8141, -5.2302, -23.4980], [8.3074, -6.7190, -22.6590], [10.1600, -4.4516, -22.6608], [9.1000, -5.5313, -24.4990], [7.9834, -4.5355, -23.5721], [11.1822, -10.7976, -24.7007], [10.1062, -10.8114, -23.9023], [9.9164, -11.8723, -23.0378], [8.7248, -12.0122, -22.3429], [7.7347, -11.0643, -22.5199], [7.9532, -9.9412, -23.3271], [9.1207, -9.8499, -24.0597], [10.7863, -12.5192, -22.9672], [8.4905, -12.8667, -21.7231], [6.8303, -11.1126, -21.9254], [7.1939, -9.1775, -23.4024], [9.2360, -9.0101, -24.7337], [15.8413, -3.6947, -27.2007], [14.9098, -3.1281, -26.4026], [14.0722, -3.9002, -25.6185], [13.1544, -3.2601, -24.7921], [13.1118, -1.8849, -24.7258], [14.0463, -1.1012, -25.4148], [14.9116, -1.7462, -26.2853], [14.0327, -4.9816, -25.6150], [12.5288, -3.9166, -24.2022], [12.4365, -1.3347, -24.0861], [14.0333, -0.0344, -25.2535], [15.6152, -1.1783, -26.8834], [7.5795, -3.5274, -19.8505], [6.7479, -3.4657, -20.9182], [5.7724, -4.4114, -21.1354], [5.0084, -4.3920, -22.2976], [5.1409, -3.3347, -23.1953], [6.1193, -2.3723, -22.9787], [6.9328, -2.4656, -21.8614], [5.6223, -5.2345, -20.4444], [4.2863, -5.1766, -22.4725], [4.4691, -3.2276, -24.0373], [6.2563, -1.5380, -23.6515], [7.6691, -1.6875, -21.6912], [8.6231, -7.1070, -26.5044], [9.1574, -7.7617, -27.5464], [9.1291, -9.1437, -27.6359], [9.8404, -9.7682, -28.6591], [10.5203, -9.0309, -29.6140], [10.4756, -7.6423, -29.5398], [9.8048, -7.0108, -28.5169], [8.5936, -9.6969, -26.8750], [9.8046, -10.8491, -28.6970], [11.0923, -9.5484, -30.3705], [11.0358, -7.1011, -30.2925], [9.9085, -5.9499, -28.3126], [13.4479, -0.3275, -22.1326], [12.3530, -0.2752, -21.3566], [12.1071, 0.8918, -20.6445], [10.9486, 1.0253, -19.9089], [10.0175, -0.0229, -19.9099], [10.3048, -1.2148, -20.5440], [11.4776, -1.3366, -21.3018], [12.8218, 1.7061, -20.6392], [10.7163, 1.9596, -19.4193], [9.0755, 0.1905, -19.4183], [9.6603, -2.0805, -20.4836], [11.6232, -2.2520, -21.8589]], "mulliken_charge": [-0.790, 0.636, -0.555, -0.196, -0.853, 0.187, 0.080, 0.392, 0.249, 0.248, 0.248, 0.348, 0.466, -0.169, -0.147, 0.365, -0.564, 0.598, -0.053, -0.064, 0.168, -0.533, -0.304, 0.095, -0.338, -0.468, -0.631, -0.598, -0.275, 0.394, 0.397, 0.370, 0.605, 0.697, -0.322, 0.256, -0.540, -0.193, -0.291, -0.657, -0.271, 0.446, 0.268, 0.472, 0.418, 0.388, -0.343, 0.453, -0.258, -0.653, -0.407, -0.590, -0.105, 0.433, 0.408, 0.474, 0.357, 0.211, -0.163, 0.452, -0.431, -0.585, -0.568, -0.408, -0.395, 0.579, 0.367, 0.385, 0.350, 0.448, -0.285, 0.246, -0.519, -0.540, -0.235, -0.301, -0.284, 0.413, 0.367, 0.378, 0.526, 0.245], "lumo_energy_ev": 0.472, "total_energy_ha": -3825.3741, "orbital_gap_ev": 9.5, "homo_energy_ev": -9.0}